[1]
DFT (ωB97M-V with the def2-TZVPD basis set) results for C32H65CdClN3O7S2SbSi7 as an isolated structure.

Properties
E (eV): -153482.7471
ΔE to the lowest compared entry with this formula, charge and spin (kJ/mol): 71.6

ORCA input file:
```
! RIJCOSX wB97M-V def2-TZVPD def2/J DEFGRID3
* xyz -2 1
Cd 0.6865 -0.0448 -0.6514
O 1.5715 -1.7883 3.1514
C 1.6562 -1.5183 1.9755
N 0.6563 -1.5341 1.0173
C -0.3565 -2.4244 1.1670
O -0.7554 -2.9939 2.1734
C -0.9488 -2.8560 -0.1727
C -2.0444 -3.7089 -0.1735
C -2.5020 -4.2005 -1.3838
C -1.8383 -3.8378 -2.5446
C -0.7660 -2.9661 -2.4483
N -0.3311 -2.4711 -1.2913
C 3.0443 -1.3199 1.3781
C 4.1407 -1.3496 2.2320
C 5.4075 -1.3442 1.6803
C 5.5402 -1.3226 0.2984
C 4.3890 -1.2616 -0.4669
N 3.1643 -1.2477 0.0536
H -2.4912 -3.9724 0.7754
H -3.3645 -4.8560 -1.4208
H -2.1599 -4.1885 -3.5161
H -0.2528 -2.6201 -3.3370
H 3.9607 -1.3572 3.2970
H 6.2830 -1.3520 2.3193
H 6.5111 -1.3329 -0.1814
H 4.4443 -1.2308 -1.5477
O -0.8119 -0.0764 -3.5798
Cl -2.1237 0.0294 -2.9678
O -2.9827 -1.0237 -3.4471
O -2.7135 1.3098 -3.2610
O -1.9723 -0.0977 -1.5153
C -3.0981 -2.4826 4.4317
Si -4.2740 -1.6377 3.2357
C -5.0844 -2.9723 2.1595
C -5.6682 -0.9226 4.2937
Sb -2.9162 -0.1147 1.6957
Si -2.5716 1.6953 3.4861
C -4.0853 2.1860 4.5002
C -1.9490 3.2678 2.6987
C -1.2874 1.0067 4.6571
Si -4.9604 0.7597 0.4105
C -5.5226 -0.6230 -0.7272
C -6.4887 1.2492 1.4048
C -4.5536 2.2410 -0.6491
H -3.5140 -3.4465 4.7459
H -2.9515 -1.8671 5.3247
H -2.1164 -2.6573 3.9803
H -4.9876 -3.9503 2.6429
H -4.6336 -3.0416 1.1667
H -6.1506 -2.7627 2.0256
H -6.4231 -1.7050 4.4328
H -6.1564 -0.0519 3.8561
H -5.2935 -0.6319 5.2780
H -4.9798 2.3097 3.8863
H -3.8706 3.1459 4.9833
H -4.3144 1.4543 5.2784
H -2.6981 3.7246 2.0433
H -1.0399 3.0790 2.1245
H -1.6947 3.9796 3.4928
H -1.7133 0.2658 5.3411
H -0.8501 1.8217 5.2443
H -0.4720 0.5299 4.1052
H -5.8455 -1.5049 -0.1679
H -4.7175 -0.9257 -1.4038
H -6.3661 -0.2723 -1.3331
H -6.9844 0.3801 1.8454
H -7.1919 1.7256 0.7119
H -6.2728 1.9590 2.2066
H -3.7081 2.0471 -1.3105
H -4.3203 3.1248 -0.0488
H -5.4278 2.4655 -1.2711
C 1.6807 4.0788 5.0813
O 1.2818 3.3148 3.9528
C 2.1004 2.3248 3.4808
S 3.5641 1.9931 4.2364
S 1.4715 1.5818 2.1043
H 0.8731 4.7955 5.2363
H 2.6217 4.5973 4.8957
H 1.8090 3.4480 5.9615
C 0.9188 5.5561 -2.2339
Si 0.5993 4.1263 -1.0327
C -1.2478 3.7969 -1.0688
C 1.0667 4.8634 0.6301
Si 1.6781 2.1332 -1.6656
Si 3.9578 2.5620 -1.2264
C 4.3752 4.3903 -1.4738
C 5.0933 1.6535 -2.4506
C 4.5579 2.1875 0.5069
Si 1.6575 2.2879 -4.0300
C 2.2478 0.6984 -4.8482
C 0.0294 2.7862 -4.8169
C 2.8612 3.6103 -4.6701
H 0.3628 6.4289 -1.8717
H 0.5950 5.3483 -3.2571
H 1.9794 5.8227 -2.2642
H -1.8031 4.6005 -0.5730
H -1.4827 2.8592 -0.5573
H -1.6128 3.6986 -2.0961
H 0.2805 5.5607 0.9419
H 2.0066 5.4209 0.5547
H 1.1861 4.1078 1.4067
H 4.1924 4.7436 -2.4916
H 5.4378 4.5327 -1.2439
H 3.7991 5.0168 -0.7872
H 5.1406 2.1756 -3.4097
H 4.7597 0.6378 -2.6587
H 6.1087 1.6011 -2.0419
H 4.3234 3.0167 1.1811
H 5.6448 2.0453 0.4951
H 4.0930 1.3094 0.9574
H 1.5682 -0.1291 -4.6418
H 3.2412 0.4273 -4.4746
H 2.3173 0.8379 -5.9328
H -0.7204 2.0047 -4.7276
H 0.2073 2.9901 -5.8797
H -0.3836 3.6909 -4.3620
H 3.9032 3.3874 -4.4302
H 2.6325 4.6033 -4.2729
H 2.7684 3.6546 -5.7619
*
```

---

[2]
DFT (ωB97M-V with the def2-TZVPD basis set) results for C32H65CdClN3O7S2SbSi7 as an isolated structure in a non-equilibrium geometry.

Properties
E (eV): -153481.9073
ΔE to the lowest compared entry with this formula, charge and spin (kJ/mol): 152.7

ORCA input file:
```
! RIJCOSX wB97M-V def2-TZVPD def2/J DEFGRID3
* xyz -2 1
Cd -0.3559 0.1165 0.7046
O -1.8248 3.9501 -1.5780
C -1.6203 3.0838 -0.7363
N -1.7742 1.7464 -0.8605
C -2.6727 1.2544 -1.7398
O -3.6076 1.8442 -2.2731
C -2.5747 -0.2319 -1.9824
C -2.9944 -0.7395 -3.2075
C -3.0621 -2.1112 -3.3771
C -2.7141 -2.9316 -2.3163
C -2.2674 -2.3364 -1.1485
N -2.2040 -1.0190 -0.9775
C -1.0504 3.5284 0.5978
C -0.8191 4.8905 0.7784
C -0.2420 5.3269 1.9552
C 0.0835 4.3823 2.9178
C -0.2112 3.0542 2.6655
N -0.7826 2.6322 1.5407
H -3.2599 -0.0564 -4.0018
H -3.4019 -2.5298 -4.3169
H -2.7714 -4.0087 -2.3929
H -1.9714 -2.9342 -0.2990
H -1.0899 5.5651 -0.0203
H -0.0316 6.3767 2.1201
H 0.5542 4.6641 3.8502
H 0.0298 2.2867 3.3912
O 1.9947 1.7469 1.2010
Cl 2.4415 0.5475 1.8648
O 3.8183 0.6803 2.2233
O 2.2689 -0.5805 0.9931
O 1.6369 0.3630 3.0366
C 4.3456 3.1747 -0.1690
Si 3.1904 3.0391 -1.6780
C 1.9726 4.4937 -1.5319
C 4.3502 3.6067 -3.1052
Sb 1.7373 0.8496 -1.7978
Si 3.7498 -0.6198 -2.5770
C 5.1874 0.3432 -3.4064
C 3.2993 -1.8990 -3.9095
C 4.5457 -1.5124 -1.1090
Si 0.9962 1.2931 -4.2423
C -0.3088 2.6649 -4.2745
C 2.1955 1.7997 -5.6462
C 0.1366 -0.2707 -4.8976
H 5.1127 3.9397 -0.3103
H 4.8425 2.2258 0.0408
H 3.7623 3.4232 0.7164
H 2.4845 5.4358 -1.3193
H 1.2700 4.3011 -0.7231
H 1.3886 4.6233 -2.4450
H 4.5438 4.6772 -3.0065
H 3.9090 3.4346 -4.0887
H 5.3097 3.0898 -3.0760
H 4.8075 1.0922 -4.1029
H 5.8340 -0.3382 -3.9632
H 5.7966 0.8593 -2.6614
H 3.1690 -1.4229 -4.8851
H 2.3724 -2.4098 -3.6538
H 4.0782 -2.6603 -4.0027
H 4.8844 -0.7949 -0.3579
H 5.3947 -2.1309 -1.4088
H 3.8043 -2.1475 -0.6205
H 0.1000 3.6106 -3.9142
H -1.1582 2.4307 -3.6313
H -0.6907 2.8371 -5.2844
H 2.4469 2.8598 -5.5783
H 1.7275 1.6292 -6.6178
H 3.1283 1.2324 -5.6200
H -0.4508 -0.7395 -4.1055
H 0.8583 -1.0126 -5.2437
H -0.5378 -0.0387 -5.7261
C 2.3079 -5.6397 -3.1063
O 1.7574 -4.3794 -2.7709
C 1.3087 -4.1506 -1.4963
S 1.3481 -5.3760 -0.3604
S 0.7455 -2.5784 -1.2899
H 2.4467 -5.6251 -4.1880
H 1.6339 -6.4469 -2.8172
H 3.2644 -5.7969 -2.6019
C -2.4776 1.7683 4.8709
Si -1.6072 0.0547 4.8579
C -2.5718 -0.8983 6.2193
C 0.0758 0.2922 5.7293
Si -1.6753 -0.9144 2.6482
Si -1.1289 -3.2081 3.0003
C 0.7527 -3.3250 3.1743
C -1.6821 -4.4585 1.6795
C -1.8784 -3.9692 4.5939
Si -4.0070 -0.6362 2.1830
C -4.3618 1.1583 1.6631
C -4.8207 -1.7304 0.8464
C -5.1468 -0.9321 3.6988
H -2.0444 2.4498 5.6074
H -3.5422 1.6689 5.0965
H -2.4002 2.2539 3.8979
H -2.7392 -0.2710 7.0990
H -2.0113 -1.7773 6.5417
H -3.5449 -1.2456 5.8675
H 0.0744 1.1313 6.4291
H 0.8613 0.4629 5.0000
H 0.3453 -0.6075 6.2875
H 1.2264 -2.8700 2.3007
H 1.1094 -4.3551 3.2382
H 1.1022 -2.7813 4.0563
H -1.0284 -4.4125 0.8075
H -2.7112 -4.2785 1.3537
H -1.6337 -5.4829 2.0553
H -1.4925 -3.4826 5.4912
H -1.6525 -5.0354 4.6681
H -2.9658 -3.8564 4.6009
H -3.6308 1.4772 0.9160
H -4.2809 1.8410 2.5123
H -5.3547 1.2827 1.2246
H -4.5924 -1.3484 -0.1483
H -5.9074 -1.7657 0.9497
H -4.4493 -2.7572 0.8916
H -4.9102 -0.2315 4.5027
H -5.0184 -1.9429 4.0951
H -6.2019 -0.8042 3.4453
*
```

---

Number 2 is which compound? C32H65CdClN3O7S2SbSi7

---

Which of these has the lowest ΔE to the lowest compared entry with this formula, charge and spin? number 1

---

Which value of E does entry 2 give? -153481.9073 eV

---

Number 1 is which compound? C32H65CdClN3O7S2SbSi7